Record 1
Formula: C2H4N2O2
Source: OMol25
Level of theory: the ωB97M-V functional and the def2-TZVPD basis

Geometry as XYZ:
```
10
Properties=species:S:1:pos:R:3:forces:R:3
H -1.089 2.306 -0.027 0.02 -0.07 -0.04
N -0.550 1.450 0.070 -0.32 -0.25 -0.02
C -1.288 0.436 -0.076 0.08 0.30 -0.03
O -0.832 -0.827 0.038 0.02 0.01 0.07
C 0.492 -1.009 0.476 0.29 -0.17 0.28
N 1.406 -0.675 -0.474 0.02 0.07 0.15
O 0.707 -1.518 1.539 -0.11 0.18 -0.49
H -2.354 0.408 -0.311 0.10 0.09 0.04
H 2.353 -0.639 -0.126 -0.08 -0.03 -0.05
H 1.155 0.069 -1.109 -0.02 -0.11 0.09
```
Positions in Å, forces in eV/Å.

Multiplicity   1
Net charge   0
Relative energy (zero: lowest compared OMol25 entry of this formula, charge and spin)   23.10 kcal per mole
SMILES   [H]/N=C/OC(N)=O
E_LUMO   0.847 eV

=====

Record 2
Formula: C32H93N3O23
Source: OMol25
Level of theory: the ωB97M-V functional and the def2-TZVPD basis

Geometry as XYZ:
```
151
Properties=species:S:1:pos:R:3:forces:R:3
C 0.080 5.593 2.679 -0.89 0.75 -0.22
C -1.051 4.899 1.843 1.50 1.03 -0.33
C -1.925 5.921 1.028 0.09 -0.47 0.31
O -2.835 5.261 0.173 1.33 -0.15 -0.40
C -3.773 4.530 0.857 -2.34 -0.11 0.23
N -0.279 4.066 0.905 -0.12 -0.09 -0.02
H 0.655 6.268 2.045 -0.08 0.19 -0.40
H 0.851 4.963 3.121 -0.55 -0.57 0.04
H -0.343 6.235 3.452 -0.05 -0.15 0.17
H -1.645 4.275 2.510 -0.30 0.06 -0.12
H -1.351 6.511 0.314 0.55 0.11 0.43
H -2.561 6.581 1.619 0.43 0.19 0.64
H -3.558 3.493 1.116 0.44 -0.08 -0.25
H -4.619 4.626 0.175 -0.56 -0.83 0.13
H -4.142 4.957 1.789 0.42 0.54 0.27
H -0.816 3.701 0.132 -0.32 0.19 -0.17
H 0.446 4.667 0.540 0.19 -0.15 -0.32
C -1.683 1.040 1.941 -1.50 -1.00 0.91
C -0.327 0.633 2.441 0.64 0.86 -1.86
C 0.465 0.083 1.237 -0.18 -1.21 0.88
O -0.204 -1.160 0.722 1.11 1.92 0.62
C 0.174 -1.385 -0.621 -0.53 -0.61 0.36
N 0.228 1.926 2.841 1.14 -0.37 0.33
H -1.736 1.936 1.322 0.69 -0.11 -0.22
H -2.134 1.361 2.880 -1.13 -0.25 -0.25
H -2.215 0.243 1.421 -0.37 -0.09 0.28
H -0.274 -0.035 3.300 -0.53 -0.25 -0.18
H 1.493 -0.176 1.488 0.07 -0.10 0.07
H 0.524 0.886 0.502 -0.34 -0.15 -0.54
H 1.247 -1.514 -0.764 0.21 0.49 0.00
H -0.261 -0.575 -1.207 0.33 0.03 -0.49
H -0.262 -2.340 -0.911 -0.26 0.06 -0.15
H -0.410 2.328 3.513 -0.12 -0.05 0.76
H 0.066 2.545 2.059 0.67 0.43 -0.44
C 3.314 -3.867 0.464 -1.01 -1.96 -0.79
C 4.572 -3.423 -0.210 0.43 1.37 -1.29
C 4.456 -2.961 -1.744 -0.97 -0.77 1.26
O 5.683 -2.612 -2.294 1.63 -0.49 0.22
C 5.694 -1.691 -3.361 -0.39 -0.42 0.37
N 5.042 -2.287 0.498 1.01 1.56 0.70
H 3.546 -4.162 1.487 -0.10 0.34 0.14
H 2.969 -4.793 0.004 -0.24 -0.36 -0.14
H 2.442 -3.213 0.425 0.34 0.51 0.11
H 5.342 -4.183 -0.078 -0.07 -0.38 -0.57
H 3.798 -2.103 -1.879 -0.44 0.27 0.63
H 3.934 -3.781 -2.236 0.24 -0.31 -0.66
H 5.424 -2.210 -4.280 -0.48 0.25 -0.27
H 6.683 -1.273 -3.552 0.22 -0.26 0.54
H 5.042 -0.861 -3.090 -0.34 0.18 -0.46
H 4.337 -1.570 0.405 0.01 0.48 0.01
H 5.084 -2.483 1.488 0.17 -0.07 0.22
C 2.333 -0.997 -6.115 -0.23 -0.03 -0.43
C 2.145 -1.958 -4.973 -0.72 0.25 0.42
O 1.596 -1.321 -3.821 1.14 0.47 0.47
O 1.148 -0.370 -6.534 -0.95 0.42 -0.05
H 2.648 -1.568 -6.989 0.78 -0.02 0.06
H 2.975 -0.154 -5.858 0.88 -0.59 0.16
H 3.119 -2.392 -4.745 -0.07 -0.09 0.30
H 1.449 -2.760 -5.217 0.20 -0.21 -0.49
H 0.642 -1.422 -3.787 -0.59 -0.08 -0.28
H 1.263 0.538 -6.243 -0.63 0.09 0.16
C -3.403 2.352 -1.451 -0.82 -2.02 -1.60
C -4.068 1.082 -2.045 -0.56 1.33 0.15
O -3.485 0.610 -3.258 0.30 -0.72 0.99
O -3.399 3.349 -2.474 -0.27 -0.01 0.86
H -2.379 2.104 -1.172 0.08 0.14 0.38
H -4.064 2.541 -0.605 0.47 0.56 0.04
H -5.125 1.279 -2.225 -0.17 0.59 -0.32
H -4.197 0.383 -1.219 1.04 -0.91 -0.40
H -3.625 1.269 -3.942 -0.05 0.28 0.15
H -3.595 4.153 -1.987 0.19 0.56 -0.26
C 1.717 2.997 -3.629 -1.92 1.60 -1.81
C 1.368 2.159 -2.459 1.41 1.23 0.28
O 2.408 1.197 -2.273 -0.97 0.19 0.58
O 1.593 2.237 -4.825 0.55 -0.63 -0.45
H 2.564 3.683 -3.611 1.09 -1.09 0.47
H 0.971 3.788 -3.715 -0.86 0.04 0.33
H 0.353 1.763 -2.491 0.14 -0.35 -0.27
H 1.384 2.933 -1.692 0.13 -0.54 0.89
H 2.190 0.512 -2.909 0.17 -0.94 -0.31
H 1.611 2.814 -5.592 0.07 0.19 0.08
C -5.826 -0.937 4.041 -0.57 -1.66 -1.99
C -4.842 -1.493 2.960 0.92 0.05 1.30
O -4.579 -2.929 3.084 -0.77 1.27 -0.12
O -7.184 -1.359 3.666 0.63 1.17 0.51
H -5.698 0.145 4.091 -0.64 0.03 -0.24
H -5.632 -1.314 5.045 0.44 -0.15 -0.03
H -3.912 -0.942 3.099 0.42 -0.11 0.27
H -5.055 -1.273 1.914 -0.88 -0.24 0.22
H -4.250 -3.018 3.981 0.20 -0.19 0.12
H -7.219 -2.315 3.742 0.22 -0.07 -0.01
C 0.988 -5.799 -3.738 0.73 -0.53 0.96
C 0.240 -4.775 -2.825 2.14 0.67 -1.26
O -1.117 -4.999 -2.807 -0.97 -0.88 0.44
O 2.367 -5.428 -3.988 -0.95 0.40 0.03
H 0.467 -6.057 -4.660 -0.32 0.74 -0.18
H 1.054 -6.757 -3.222 -0.34 -0.20 0.41
H 0.404 -3.771 -3.216 0.19 0.13 -0.04
H 0.587 -4.779 -1.791 0.68 -0.09 -0.09
H -1.146 -5.648 -2.100 -1.21 -0.27 -0.05
H 2.709 -6.125 -4.553 0.22 0.05 -0.03
C -2.285 -1.740 -4.697 0.25 0.13 0.33
C -1.895 -2.711 -5.842 -0.27 -0.53 1.57
O -1.904 -4.120 -5.491 -0.14 1.14 -0.14
O -1.308 -1.691 -3.621 0.13 -0.60 -0.75
H -3.248 -1.932 -4.224 -0.11 -0.60 -0.31
H -2.377 -0.710 -5.043 0.12 -0.10 -0.68
H -0.880 -2.475 -6.162 -0.17 0.42 -0.49
H -2.673 -2.626 -6.601 0.41 0.26 -0.26
H -1.321 -4.204 -4.732 -0.16 -0.27 0.31
H -1.708 -1.124 -2.956 -0.04 0.15 0.16
C -4.526 4.822 5.403 0.72 -0.10 0.85
C -4.740 3.581 4.530 0.62 -0.33 0.57
O -3.468 3.153 3.997 -1.04 0.69 -0.95
O -4.149 5.872 4.593 -0.35 1.59 -2.24
H -3.686 4.727 6.092 -0.05 -1.10 0.33
H -5.334 5.192 6.035 -0.75 -0.68 -0.10
H -5.471 3.768 3.743 0.41 0.26 -0.31
H -5.119 2.691 5.032 -0.38 0.26 0.77
H -2.951 2.917 4.770 0.59 -0.26 0.55
H -3.377 6.368 4.876 0.22 -0.32 0.40
C -0.597 -4.055 2.717 -0.23 0.05 -0.05
C -1.867 -4.711 2.125 0.75 -0.11 1.97
O -1.671 -6.127 2.123 0.19 -0.39 -0.94
O -0.719 -2.685 3.020 -0.25 0.08 -0.15
H 0.194 -4.260 1.995 0.50 0.05 0.18
H -0.356 -4.453 3.702 0.00 -0.85 -0.26
H -2.032 -4.386 1.098 -0.28 -0.01 0.16
H -2.658 -4.449 2.828 -0.46 0.16 -0.66
H -1.932 -6.579 2.929 -0.10 0.57 0.13
H -0.481 -2.183 2.236 -0.08 0.34 -0.45
C 2.404 0.211 5.192 -0.08 1.48 0.88
C 3.502 0.280 6.237 0.84 -0.45 0.52
O 4.766 0.882 5.859 -0.92 -0.75 0.16
O 2.112 1.547 4.791 1.23 -0.47 0.73
H 1.536 -0.129 5.757 -0.21 -0.69 -0.15
H 2.639 -0.456 4.363 0.09 0.01 -0.11
H 3.698 -0.721 6.619 0.53 -0.45 -0.71
H 3.156 0.674 7.192 -0.39 1.06 -0.26
H 4.589 1.791 5.606 -0.28 0.09 -0.11
H 1.522 1.556 4.034 -0.52 0.31 -0.84
C 5.745 1.384 -0.700 -2.77 0.42 -0.38
C 4.745 1.109 0.533 2.11 0.04 -0.95
O 3.637 0.300 0.192 0.25 -0.16 0.32
O 5.056 2.193 -1.708 0.85 0.13 0.55
H 5.994 0.434 -1.175 0.23 -0.21 0.34
H 6.640 1.970 -0.493 -0.11 -0.25 0.54
H 4.502 2.027 1.067 -0.39 0.21 -0.36
H 5.338 0.530 1.241 -0.10 -0.24 0.09
H 2.988 0.710 -0.384 0.16 0.51 -0.35
H 4.294 1.734 -2.068 -0.23 -0.34 0.14
```
Positions in Å, forces in eV/Å.

Multiplicity   2
Net charge   -1
E_LUMO (spin up / spin down)   1.677 / 1.628 eV

=====

Record 3
Formula: C5H13AgFO7
Source: OMol25
Level of theory: the ωB97M-V functional and the def2-TZVPD basis

Geometry as XYZ:
```
27
Properties=species:S:1:pos:R:3:forces:R:3
Ag -0.452 1.142 1.045 1.00 -1.03 1.29
F 0.616 0.308 3.148 -0.57 0.64 -1.44
O -1.873 4.705 1.688 0.40 -1.39 1.48
C -2.055 3.435 2.121 -0.48 1.90 -0.91
O -2.602 2.659 1.337 0.20 -1.44 0.07
O -1.754 3.032 3.268 0.20 0.08 0.38
H -2.162 4.524 0.790 -0.17 0.89 -0.97
C 2.948 0.736 -0.449 -0.39 -0.01 -0.60
C 3.258 -0.741 -0.514 -0.09 0.76 -0.50
O 3.825 -1.149 0.652 1.29 -1.01 1.95
O 2.048 1.021 0.606 -0.43 0.22 -0.21
H 2.448 0.979 -1.388 0.00 0.43 -0.05
H 3.840 1.348 -0.318 0.18 -0.14 -0.22
H 4.030 -0.915 -1.263 -0.30 -0.05 -0.44
H 2.345 -1.300 -0.720 -0.16 -0.07 -0.36
H 3.198 -1.222 1.376 -0.33 0.12 -0.01
H 2.550 1.151 1.414 -0.29 -0.18 0.44
C -2.638 -2.489 -1.295 -1.89 1.20 -1.29
C -2.067 -1.028 -1.251 -1.77 -1.67 1.19
O -0.864 -1.045 -0.528 0.56 0.02 0.05
O -1.952 -3.333 -2.140 1.96 -0.67 -0.21
H -3.608 -2.524 -1.792 -0.46 0.84 0.33
H -2.820 -2.968 -0.333 0.45 0.52 0.52
H -2.822 -0.574 -0.609 0.10 0.89 -0.29
H -1.906 -0.542 -2.214 -0.50 -0.19 -0.13
H -0.433 -1.807 -0.921 1.02 0.19 0.42
H -1.096 -3.401 -1.710 0.49 -0.87 -0.49
```
Positions in Å, forces in eV/Å.

Multiplicity   2
Net charge   0
E_LUMO (spin up / spin down)   -0.628 / -4.297 eV

=====

Record 4
Formula: C31H34IN4O10P
Source: OMol25
Level of theory: the ωB97M-V functional and the def2-TZVPD basis

Geometry as XYZ:
```
81
Properties=species:S:1:pos:R:3:forces:R:3
O 8.569 4.911 -7.827 0.07 -0.06 0.00
N 7.582 5.596 -7.654 -0.02 -0.01 0.01
O 7.280 6.555 -8.332 -0.03 0.07 -0.05
C 6.688 5.237 -6.539 -0.05 -0.01 0.08
C 7.026 4.166 -5.732 0.04 -0.09 0.06
C 6.186 3.841 -4.679 -0.05 0.04 0.01
C 5.033 4.581 -4.449 0.00 -0.04 -0.03
C 4.712 5.649 -5.277 0.00 -0.03 0.04
C 5.544 5.986 -6.332 -0.09 0.07 0.01
H 7.925 3.601 -5.924 0.02 0.05 -0.05
H 6.435 3.008 -4.035 0.01 0.00 0.00
H 4.375 4.326 -3.628 0.01 0.06 0.03
H 3.813 6.221 -5.095 0.00 0.00 0.00
H 5.310 6.815 -6.984 0.07 -0.01 -0.03
O -1.829 0.267 1.956 0.04 -0.03 0.07
N -2.862 -0.258 1.585 -0.03 0.02 -0.04
O -3.853 0.351 1.234 0.03 -0.01 0.01
C -2.913 -1.728 1.561 0.00 -0.08 0.00
C -1.804 -2.441 1.982 0.10 -0.05 0.05
C -1.862 -3.826 1.972 -0.06 0.05 -0.12
C -3.016 -4.469 1.541 -0.01 0.02 0.00
C -4.114 -3.734 1.113 0.06 -0.01 0.16
C -4.069 -2.349 1.123 -0.10 -0.03 -0.04
H -0.916 -1.923 2.314 -0.03 0.06 -0.02
H -1.011 -4.400 2.303 0.01 -0.02 0.01
H -3.057 -5.550 1.539 0.01 0.00 0.00
H -5.004 -4.238 0.768 0.00 0.01 -0.03
H -4.914 -1.764 0.793 0.04 0.06 0.02
O 0.180 -6.464 5.981 0.05 -0.07 0.05
N -0.448 -5.517 5.562 -0.05 0.09 0.01
O -0.922 -5.439 4.446 0.00 -0.10 -0.04
C -0.655 -4.370 6.462 -0.01 0.08 0.06
C -0.103 -4.405 7.728 0.05 -0.02 0.10
C -0.290 -3.314 8.562 -0.04 0.05 -0.03
C -1.021 -2.218 8.123 0.01 -0.02 -0.01
C -1.572 -2.207 6.847 0.03 -0.01 0.06
C -1.390 -3.291 6.003 -0.06 0.08 -0.06
H 0.463 -5.265 8.054 -0.01 -0.03 -0.07
H 0.136 -3.320 9.556 0.00 -0.01 0.00
H -1.162 -1.367 8.777 0.00 0.00 0.00
H -2.142 -1.354 6.507 0.00 0.00 -0.01
H -1.812 -3.298 5.008 0.03 -0.06 -0.01
O -4.694 -5.805 -3.138 -0.06 -0.05 -0.05
N -3.802 -5.144 -2.652 0.09 0.01 0.03
O -3.937 -4.378 -1.719 -0.08 0.03 -0.02
C -2.451 -5.277 -3.224 0.08 0.00 -0.05
C -2.264 -6.114 -4.308 0.00 -0.07 -0.09
C -0.992 -6.225 -4.846 0.04 0.04 0.03
C 0.063 -5.508 -4.295 -0.02 0.00 0.01
C -0.149 -4.678 -3.202 -0.01 -0.04 -0.05
C -1.417 -4.556 -2.656 0.08 0.06 0.06
H -3.095 -6.665 -4.723 -0.04 0.04 0.05
H -0.824 -6.872 -5.696 0.00 0.00 0.00
H 1.054 -5.596 -4.721 0.00 0.00 0.00
H 0.674 -4.123 -2.773 0.00 0.00 0.00
H -1.599 -3.915 -1.806 -0.07 -0.02 -0.01
C -3.482 4.678 2.342 -0.01 -0.05 -0.01
C -2.598 3.460 2.635 -0.18 0.04 0.26
C -1.066 3.668 2.594 -0.15 -0.02 -0.05
C -0.554 4.781 1.666 0.20 -0.31 0.24
P -0.188 4.445 -0.109 -0.04 0.49 -0.25
I -1.747 2.691 -0.817 0.07 -0.06 0.00
C 1.321 3.410 0.211 0.11 -0.13 0.51
O 1.931 2.814 -0.935 -0.57 -0.31 -0.13
C 1.916 3.469 -2.115 0.30 0.01 -0.55
C 1.830 2.542 -3.300 0.26 -0.58 0.25
O 2.010 4.660 -2.232 -0.10 0.24 0.32
H -3.512 5.376 3.186 0.04 -0.03 -0.13
H -3.167 5.237 1.456 -0.04 -0.11 0.02
H -4.503 4.339 2.143 0.08 0.09 0.13
H -2.840 3.130 3.654 0.01 -0.09 -0.18
H -2.897 2.637 1.986 0.16 0.16 -0.04
H -0.604 2.716 2.306 -0.07 0.09 0.12
H -0.719 3.881 3.612 0.01 0.07 -0.15
H 0.436 5.107 2.020 -0.15 0.09 -0.02
H -1.192 5.665 1.698 0.05 -0.06 0.01
H 2.027 4.039 0.770 0.01 0.05 -0.28
H 1.060 2.567 0.859 0.11 0.09 -0.14
H 1.629 1.519 -2.976 -0.03 0.13 -0.07
H 1.043 2.873 -3.977 0.09 0.11 0.08
H 2.787 2.548 -3.832 -0.17 0.10 -0.01
```
Positions in Å, forces in eV/Å.

Multiplicity   1
Net charge   0
Relative energy (zero: lowest compared OMol25 entry of this formula, charge and spin)   0.00 kcal per mole
SMILES   O=[N+]([O-])c1ccccc1.O=[N+]([O-])c1ccccc1.O=[N+]([O-])c1ccccc1.O=[N+]([O-])c1ccccc1.CCCCP(I)COC(C)=O
E_LUMO   -0.707 eV

=====

Record 5
Formula: C7H10FN
Source: OMol25
Level of theory: the ωB97M-V functional and the def2-TZVPD basis

Geometry as XYZ:
```
19
Properties=species:S:1:pos:R:3:forces:R:3
C 0.024 -2.312 0.026 4.17 0.02 -1.98
C 1.056 -1.411 -0.524 -3.15 -7.47 -2.08
C -1.027 -1.761 0.544 -4.13 -2.16 3.74
C 1.385 -0.277 0.141 2.38 6.28 1.01
C -1.491 0.415 0.076 -0.28 2.49 -1.23
C 2.175 0.828 -0.432 0.17 1.51 1.11
C -1.744 1.928 0.377 0.18 -0.15 -3.30
N -1.156 -0.438 0.888 -0.67 -0.02 0.48
F -1.683 0.083 -1.279 0.03 0.65 1.51
H 0.243 -3.393 0.060 -0.76 0.56 -0.69
H 1.191 -1.715 -1.560 1.30 0.55 0.16
H -1.823 -2.464 1.040 1.36 1.51 -0.81
H 1.269 -0.062 1.158 -0.45 -0.84 1.51
H 2.359 0.783 -1.489 0.45 -0.31 -0.44
H 3.123 0.946 0.201 -0.78 -0.11 -1.14
H 1.662 1.827 -0.286 0.35 -0.74 -0.02
H -2.700 2.086 0.829 -0.53 -0.24 0.67
H -1.885 2.411 -0.659 0.39 -0.62 1.48
H -0.979 2.528 0.889 -0.02 -0.90 0.02
```
Positions in Å, forces in eV/Å.

Multiplicity   3
Net charge   0
Relative energy (zero: lowest compared OMol25 entry of this formula, charge and spin)   8.78 kcal per mole
E_LUMO (spin up / spin down)   0.947 / -1.588 eV